{
  "formula": "C43H55F5InP2SeSi",
  "method": "ωB97M-V/def2-TZVPD",
  "homo_lumo_gap_ev": 7.165,
  "total_charge": 1,
  "fmax_ev_per_a": 0.27,
  "symbols": ["C", "P", "H", "H", "C", "H", "C", "Se", "C", "H", "H", "H", "F", "C", "F", "C", "H", "P", "C", "H", "H", "H", "C", "H", "C", "C", "C", "F", "C", "C", "C", "C", "C", "C", "H", "H", "H", "H", "Si", "C", "C", "H", "H", "H", "H", "H", "C", "H", "H", "H", "C", "C", "H", "H", "H", "C", "H", "C", "C", "H", "C", "C", "C", "H", "C", "H", "H", "H", "C", "C", "F", "H", "C", "C", "H", "In", "H", "H", "H", "H", "H", "C", "H", "C", "C", "C", "H", "H", "H", "C", "H", "H", "H", "H", "C", "C", "H", "H", "H", "H", "C", "C", "H", "H", "H", "F", "H", "C"],
  "coordinates": [[-1.027, -7.553, 0.006], [2.682, 0.457, -0.792], [5.087, -0.541, -2.159], [-3.919, 1.914, -0.564], [3.339, -1.219, -5.078], [3.409, -0.217, -5.516], [4.286, -0.409, -2.892], [0.923, -3.440, -1.230], [-3.564, -4.326, -1.623], [4.590, -1.860, -0.317], [-2.513, -3.285, -4.749], [-1.282, 3.651, -4.363], [-1.591, -8.711, 0.325], [-2.998, -3.176, -3.778], [0.784, -6.083, -2.729], [3.684, -0.147, 0.635], [1.861, -2.419, -4.060], [-2.140, -0.559, -0.607], [3.121, 4.947, -1.201], [-2.402, -1.116, -3.597], [4.357, 0.614, -3.277], [6.645, 0.710, 2.202], [-5.635, 0.591, -0.384], [6.499, -1.681, 2.923], [4.692, -2.123, 1.816], [4.453, -1.394, -4.050], [5.716, 0.151, 2.083], [-0.346, -8.415, -2.065], [0.097, 1.735, 1.383], [-2.893, -3.185, -0.863], [-1.835, 0.832, -1.754], [-3.952, -0.826, 1.588], [0.198, -6.188, -1.536], [-2.940, -4.488, -3.004], [3.044, 0.046, 1.506], [3.467, -1.929, -5.896], [0.962, 1.782, 2.048], [4.037, -1.982, 2.683], [0.663, 1.594, -0.376], [-0.478, -5.294, 0.533], [1.964, 4.307, -0.792], [-0.570, 0.960, 1.744], [4.432, -2.415, -3.656], [-4.045, -2.919, -3.977], [-6.335, 1.383, -0.660], [-4.043, -1.584, -1.759], [3.965, -1.654, 0.558], [-5.699, -2.049, 1.852], [-1.893, -4.791, -2.892], [5.140, 2.279, -1.796], [1.966, -1.395, -4.433], [4.985, 0.645, 0.834], [5.632, 0.523, -0.042], [-6.539, 0.263, 1.538], [5.139, 4.741, -1.902], [-2.803, 1.125, -2.715], [-3.389, 2.333, -4.384], [4.249, 2.834, -1.533], [-3.308, 0.201, 0.636], [-5.093, -2.067, 0.214], [-0.658, 1.601, -1.710], [3.084, 2.191, -1.113], [-2.989, -1.852, -1.629], [-4.623, 1.819, 1.031], [-0.490, 2.610, -2.668], [5.432, -1.252, -4.512], [-2.587, 0.771, 1.228], [-1.831, -3.417, -0.760], [-2.621, 2.132, -3.649], [0.169, -5.096, -0.675], [-1.683, -6.619, 2.063], [-0.419, 2.701, 1.430], [-5.268, -1.417, 1.073], [5.989, -1.348, 2.019], [3.158, 6.028, -1.235], [0.259, -1.784, 0.903], [-7.172, -0.783, 0.279], [-3.721, 0.549, -2.737], [0.414, 3.208, -2.672], [2.857, -1.633, -1.854], [-3.442, -5.281, -3.562], [1.776, -0.429, -3.264], [6.665, -1.556, 1.182], [-6.256, -0.330, 0.661], [-4.354, 1.218, 0.155], [-2.339, -2.030, -3.009], [-4.637, -4.122, -1.722], [0.805, -0.600, -2.789], [1.774, 0.606, -3.631], [-1.450, 2.870, -3.633], [5.101, 0.372, 2.962], [4.773, 1.711, 0.931], [-4.163, -0.304, 2.527], [4.887, -3.193, 1.739], [1.933, 2.913, -0.763], [-0.387, -7.399, -1.211], [-1.273, -2.251, -2.871], [3.047, -2.229, 0.416], [-5.436, 0.023, -1.299], [1.093, 4.889, -0.514], [4.250, 4.216, -1.580], [2.909, -0.610, -2.245], [-3.472, -5.251, -1.048], [-3.300, -3.105, 0.143], [-3.242, -1.621, 1.842], [-0.561, -4.284, 1.435], [1.172, -1.242, -5.166], [-1.072, -6.490, 0.888]],
  "forces_ev_per_a": [[0.0, -0.1, 0.0], [0.1, 0.2, 0.0], [0.0, 0.0, 0.0], [0.0, 0.0, 0.0], [0.0, 0.0, 0.0], [0.0, 0.0, 0.0], [0.0, 0.0, 0.0], [0.1, 0.1, 0.0], [0.0, 0.0, 0.0], [0.0, 0.0, 0.0], [0.0, 0.0, 0.0], [0.0, 0.0, 0.0], [0.0, 0.0, 0.0], [0.0, 0.0, 0.0], [0.0, 0.0, 0.0], [0.0, 0.0, 0.0], [0.0, 0.0, 0.0], [0.2, 0.0, 0.1], [0.0, 0.0, 0.0], [0.0, 0.0, 0.0], [0.0, 0.0, 0.0], [0.0, 0.0, 0.0], [0.0, 0.0, 0.0], [0.0, 0.0, 0.0], [0.0, 0.0, 0.0], [0.0, 0.0, 0.0], [0.0, 0.0, 0.0], [0.0, 0.0, 0.0], [0.1, 0.0, 0.0], [0.0, 0.0, -0.1], [-0.1, 0.0, 0.0], [0.0, 0.0, 0.0], [0.0, 0.0, 0.0], [0.0, 0.0, 0.0], [0.0, -0.1, 0.0], [0.0, 0.0, 0.0], [0.0, 0.0, 0.0], [0.0, 0.0, 0.0], [-0.1, 0.2, -0.2], [0.0, 0.0, 0.0], [-0.1, 0.0, 0.0], [0.0, 0.0, 0.0], [0.0, 0.0, 0.0], [0.0, 0.0, 0.0], [0.0, 0.0, 0.0], [0.0, 0.0, 0.0], [0.0, 0.0, 0.0], [0.0, 0.0, 0.0], [0.0, 0.0, 0.0], [0.0, 0.0, 0.0], [0.0, 0.0, 0.0], [0.0, 0.0, 0.0], [0.0, 0.0, 0.0], [0.0, 0.0, 0.0], [0.0, 0.0, 0.0], [0.0, 0.0, 0.0], [0.0, 0.0, 0.0], [0.0, 0.0, 0.0], [-0.1, 0.0, 0.0], [0.0, 0.0, 0.0], [0.0, 0.0, 0.1], [-0.1, 0.0, -0.1], [0.0, 0.0, 0.1], [0.0, 0.0, 0.0], [0.0, 0.0, -0.1], [0.0, 0.0, 0.0], [0.0, 0.0, 0.1], [0.0, 0.0, 0.0], [0.0, 0.0, 0.0], [-0.1, 0.0, 0.0], [0.0, 0.0, 0.0], [0.0, 0.0, 0.1], [0.0, 0.0, 0.0], [0.0, 0.0, 0.0], [0.0, 0.0, 0.0], [-0.1, -0.2, 0.0], [0.0, 0.0, 0.0], [0.0, 0.0, 0.0], [0.0, 0.0, 0.0], [0.0, 0.0, 0.0], [0.0, 0.0, 0.0], [0.0, 0.0, 0.0], [0.0, 0.0, 0.0], [0.0, 0.0, 0.0], [0.0, 0.0, 0.0], [0.0, 0.0, 0.0], [0.0, 0.0, 0.0], [0.0, 0.0, 0.0], [0.0, 0.0, 0.0], [0.0, 0.0, 0.0], [0.0, 0.0, 0.0], [0.0, 0.0, 0.0], [0.0, 0.0, 0.0], [0.0, 0.0, 0.0], [0.2, -0.1, 0.0], [0.0, 0.0, 0.0], [0.0, 0.0, 0.0], [0.0, 0.0, 0.0], [0.0, 0.0, 0.0], [0.0, 0.0, 0.0], [0.0, 0.0, 0.0], [-0.1, -0.1, 0.0], [0.0, 0.0, 0.0], [-0.1, 0.0, 0.1], [0.0, 0.0, 0.0], [0.0, 0.1, 0.0], [0.0, 0.0, 0.0], [0.0, 0.0, 0.0]]
}

{
  "formula": "C2H4S",
  "method": "ωB97M-V/def2-TZVPD",
  "e_above_lowest_ev": 0.505,
  "homo_lumo_gap_ev": 9.886,
  "smiles": "C1CS1",
  "total_charge": 0,
  "fmax_ev_per_a": 4.20,
  "symbols": ["S", "H", "C", "C", "H", "H", "H"],
  "coordinates": [[1.633, 0.007, 0.017], [-0.358, 1.328, -0.895], [-0.054, 0.699, 0.024], [-0.046, -0.747, 0.021], [-0.402, -1.206, -0.870], [-0.493, 1.365, 0.889], [-0.280, -1.446, 0.815]],
  "forces_ev_per_a": [[-0.9, 0.0, 0.0], [0.6, -1.7, 1.0], [-1.6, 3.8, 0.6], [0.2, -0.9, -0.3], [0.2, -0.2, -1.0], [1.4, -1.8, -1.1], [0.0, 0.8, 0.7]]
}